Below is 4 unconnected molecules or ions with the total composition C10H23Cl2N3O4P in a non-equilibrium geometry, with properties calculated with ωB97M-V with the def2-TZVPD basis set.

Element x y z (Å)
Cl 2.551421 -0.975784 4.595060
Cl 2.698452 -3.474543 2.466465
P 0.790349 -3.093026 3.268569
O 1.833181 5.375254 -0.137743
O -3.006317 -2.252296 0.945236
O 0.890993 -0.385221 1.526969
O 0.771451 -4.435795 4.285402
N 2.820814 4.618188 -2.028552
N -0.354187 1.194382 0.489833
N -3.094273 -3.991636 -0.476869
C -1.302402 0.191599 0.032308
C -0.534049 2.581361 0.125580
C -3.876731 -4.878395 -1.306615
C 1.924695 3.474380 -2.103173
C 2.673187 5.478029 -1.007137
C -1.647727 -4.163766 -0.392995
C -3.647981 -2.997171 0.241491
C 0.919242 -1.772781 4.417659
C 3.836195 4.795443 -3.044750
C 0.686335 0.769720 1.249766
H 0.895101 3.819150 -2.167708
H -0.137085 -4.764789 4.279441
H 2.026031 2.860705 -1.209196
H 2.166189 2.881406 -2.980867
H 4.513281 3.939098 -3.059250
H -1.773806 -0.299038 0.877904
H -1.344522 -4.348268 0.637425
H -3.555662 -4.809747 -2.349231
H -1.140223 -3.259589 -0.727322
H 1.354616 1.590337 1.575828
H -0.520262 2.673265 -0.961739
H 4.413662 5.693123 -2.837008
H -3.762662 -5.912881 -0.973834
H 3.375354 4.895060 -4.030132
H 3.399146 6.310339 -1.034110
H -1.493998 2.952896 0.495875
H -2.066437 0.660344 -0.585615
H -0.778983 -0.570652 -0.548298
H -1.348847 -5.001117 -1.018480
H 0.259047 -1.016463 4.037551
H 0.264193 3.190131 0.543950
H -4.928786 -4.607330 -1.247181
H -4.747996 -2.933924 0.135493

Cartesian forces, eV/Å:
-0.27 -0.02 0.36
0.26 -0.13 -0.09
-0.96 0.38 0.83
-0.11 -0.02 0.09
-0.19 0.31 0.16
0.01 -0.10 -0.14
0.15 -0.72 -0.06
0.13 -0.12 -0.28
-0.08 0.22 -0.05
-0.02 -0.23 -0.24
0.20 0.10 0.08
-0.21 -0.39 0.11
0.24 0.05 0.08
0.13 0.17 0.07
0.05 0.19 0.09
-0.08 0.03 0.09
-0.02 -0.13 0.03
0.70 -0.37 -0.60
-0.15 -0.16 0.06
0.24 0.12 -0.06
-0.06 -0.03 -0.01
0.29 0.14 -0.07
-0.05 -0.07 -0.01
0.05 -0.01 -0.03
0.04 0.03 -0.04
-0.03 -0.12 -0.01
0.07 0.06 0.01
-0.05 -0.05 -0.03
0.05 0.00 0.03
-0.07 0.01 0.02
-0.07 0.17 -0.03
0.01 0.04 0.03
-0.05 -0.03 -0.05
0.06 0.02 -0.03
0.00 -0.02 0.00
0.03 0.09 -0.03
0.02 0.09 -0.01
-0.08 -0.06 0.01
-0.04 -0.04 -0.04
-0.16 0.57 -0.23
0.03 0.04 -0.01
-0.04 0.03 0.02
0.03 -0.01 -0.03

Output
E_HOMO (eV): -2.19
LUMO energy (eV): 2.2
Charge: -1
Spin multiplicity: 1

Mulliken atomic charge list, values in e, 8 entries:
1. Cl -0.2997
2. Cl -0.3865
3. P 0.2874
4. O -0.5522
5. O -0.5277
6. O -0.5393
7. O -0.5125
8. N 0.1538

Below is 3 unconnected molecules or ions with the total composition C10H23Cl4N in a non-equilibrium geometry, with properties calculated with ωB97M-V with the def2-TZVPD basis set.

Element x y z (Å)
Cl 27.498966 17.449488 24.794454
Cl 28.982631 22.291296 23.000770
Cl 26.987488 14.690322 21.562960
Cl 25.069040 20.522145 22.804584
N 27.479105 18.767443 19.006380
C 26.403865 19.702377 18.621554
C 26.923648 15.960319 23.999961
C 27.633146 17.506992 18.436167
C 29.523287 19.066424 20.242711
C 28.781569 19.481763 18.909893
C 27.436168 17.382679 17.007825
C 26.830744 20.610268 23.214948
C 27.475847 15.987685 22.516778
C 24.953339 19.221278 18.611756
C 27.326447 21.861499 22.478941
H 26.679427 22.713339 22.637452
H 27.336748 16.967761 21.932470
H 26.684254 17.050666 18.881694
H 28.436278 16.870104 18.954149
H 28.572574 15.930580 22.412540
H 27.129278 19.814722 22.681066
H 29.492064 19.184201 18.278638
H 28.363108 17.325083 16.648383
H 29.550598 17.939439 20.449596
H 27.108627 17.831611 16.325132
H 25.779624 15.932822 23.991247
H 24.607151 18.965526 19.740875
H 27.176010 14.972320 24.575391
H 27.065178 16.375571 16.948623
H 26.556587 19.888645 17.632105
H 28.824504 19.460121 21.131451
H 24.761346 18.396495 18.041188
H 24.267907 19.872063 18.205736
H 28.721101 20.431315 18.802151
H 26.697626 20.674634 24.252573
H 26.512198 20.705708 19.285615
H 30.509894 19.693222 20.449065
H 27.425263 21.668510 21.387341

Cartesian forces, eV/Å:
-0.11 -0.46 0.17
0.06 0.01 0.17
-1.39 -2.08 -1.31
-0.86 0.03 -0.39
2.10 3.58 1.31
-0.53 0.45 2.45
-0.97 -1.59 -0.88
-4.61 -1.54 3.56
-0.77 2.38 2.95
-0.94 -6.02 5.64
4.27 -8.77 7.87
-2.43 3.66 -1.24
1.62 2.80 0.74
1.04 -0.58 5.72
0.40 -0.39 -0.36
-0.01 0.13 0.12
-0.71 -1.19 1.25
1.02 -0.43 -0.38
-0.74 1.23 -1.33
-0.20 0.05 1.16
1.94 -3.23 -0.58
1.99 -1.79 -3.91
4.35 -0.80 -1.81
0.49 1.70 -0.72
-6.53 8.13 -8.67
1.58 0.46 -0.14
0.59 0.53 -2.57
0.18 2.08 -1.07
-0.24 -0.66 -0.76
0.73 1.56 -3.05
1.39 -0.82 -1.71
0.17 -2.74 -1.39
-1.18 2.33 -0.56
-0.80 6.48 -0.24
1.26 -0.27 1.39
-0.20 -2.40 -1.60
-1.63 -1.85 -0.66
-0.35 0.01 0.82

Output
E_HOMO (eV): -8.18
LUMO energy (eV): 0.7
Structure (SMILES): CCN(CC)CC.ClCCCl.ClCCCl
Spin multiplicity: 1

Mulliken atomic charge list, values in e, 8 entries:
1. Cl -0.1822
2. Cl -0.2178
3. Cl -0.2026
4. Cl -0.2304
5. N 0.5561
6. C -0.2459
7. C -0.3623
8. C -0.4202

Below is a molecular structure, C10H23GaNO2, with properties calculated with ωB97M-V with the def2-TZVPD basis set.

Element x y z (Å)
Ga -0.245714 -0.133516 -0.691474
O 3.028374 0.201558 0.454014
O 1.159847 0.812093 -1.478939
N -1.879472 0.751942 -1.304476
C -3.039380 2.891945 -1.083239
C -0.161133 -2.015187 -1.396345
C 1.913243 1.978275 1.711521
C -0.497941 -3.126071 0.879397
C -2.581771 1.510032 -0.599723
C 0.246270 -3.157712 -0.455923
C 2.612161 1.559657 0.407345
C -3.122876 1.182354 0.794308
C 1.799347 1.878141 -0.886637
C 1.773207 -3.186614 -0.242025
H -1.161338 -2.223009 -1.797880
H -1.579688 -3.076433 0.724109
H -0.041629 -4.108229 -0.928924
H 2.240739 -2.273915 -0.620709
H 3.547093 2.126169 0.341341
H 1.103729 2.700373 -0.631396
H -2.746196 1.890705 1.540240
H -4.215430 1.258480 0.800182
H -0.195984 0.083531 0.907098
H 1.075974 2.651118 1.520424
H -2.398268 3.204304 -1.906130
H 2.036331 -3.284637 0.816204
H -2.817802 0.178619 1.086417
H -2.976108 3.627586 -0.275417
H 2.239492 -4.026567 -0.764070
H 1.507906 1.106360 2.228153
H 2.507285 2.299831 -1.618080
H 0.519516 -2.014682 -2.256142
H 2.302795 -0.311399 0.826193
H 2.609404 2.471395 2.394990
H -0.287779 -4.031733 1.459771
H -0.196703 -2.265740 1.480558
H -4.077503 2.870975 -1.434736

Cartesian forces, eV/Å:
-0.48 -0.39 0.02
0.25 0.05 0.25
0.01 -0.05 0.13
0.63 0.54 0.07
-0.07 -0.13 -0.20
-0.09 -0.07 -0.06
0.04 -0.10 0.08
0.03 -0.09 0.04
-0.35 -0.05 0.03
-0.01 -0.11 -0.06
-0.05 0.09 0.05
0.27 0.02 0.09
-0.04 0.07 -0.13
0.03 0.02 0.05
0.01 0.02 0.02
0.03 0.07 0.00
0.10 0.00 -0.01
-0.03 0.02 0.07
-0.03 0.00 -0.07
0.02 0.01 -0.03
-0.02 0.00 -0.01
0.01 -0.02 -0.02
0.16 0.01 0.05
0.05 0.02 0.01
-0.05 -0.02 -0.01
-0.01 0.00 -0.02
-0.05 0.02 0.00
-0.03 -0.02 0.00
-0.01 0.04 -0.02
-0.05 0.04 -0.06
0.02 -0.03 0.01
-0.05 0.02 -0.01
-0.15 -0.02 -0.21
0.00 -0.01 -0.01
0.01 0.01 -0.01
-0.07 0.03 -0.06
0.01 0.01 0.06

Output
E_HOMO (eV): -3.74
LUMO energy (eV): 3.5
Charge: -1
Spin multiplicity: 1

Mulliken atomic charge list, values in e, 8 entries:
1. Ga 0.2147
2. O -0.5865
3. O -0.4466
4. N -0.2672
5. C -1.3012
6. C -1.2177
7. C -1.1526
8. C -1.6277